The following is a quantum chemistry calculation of a molecular structure, C28H29CdN11S, from the OMol25 dataset.

Last column: Mulliken charge in e.
Geometry (Å):
Cd 0.316450 0.051045 0.121828  2.6558
C -2.561743 -0.899511 -0.571639  -1.2564
N -1.738381 -0.967485 0.638838  0.8078
C -1.415051 -2.348795 0.992063  -1.3185
C -0.433241 -2.957889 0.018678  -0.2545
C -0.335994 -4.336913 -0.130123  -0.7140
C 0.558239 -4.851474 -1.055477  -0.5538
C 1.321400 -3.971350 -1.810284  -0.8051
C 1.183483 -2.613205 -1.577523  -0.4718
N 0.339686 -2.120693 -0.674857  0.6009
C -2.345396 -0.268332 1.766772  -1.3777
C -1.314045 0.288502 2.721232  0.4014
C -1.696944 0.846224 3.937318  -1.2670
C -0.730935 1.406517 4.753331  -0.5224
C 0.595166 1.366067 4.345493  -1.0727
C 0.890539 0.784136 3.129175  -0.3234
N -0.041371 0.264521 2.331844  0.6549
C -2.221706 0.253487 -1.495202  0.6468
C -3.223193 0.868951 -2.236195  -1.0293
C -2.880175 1.841019 -3.161820  -0.4656
C -1.540021 2.156095 -3.332215  -0.9110
C -0.607874 1.507827 -2.542078  -0.3307
N -0.937917 0.582517 -1.642697  0.0736
H -3.631079 -0.875211 -0.321898  0.4586
H -2.387714 -1.813036 -1.151655  0.4088
H -2.322473 -2.969979 1.032771  0.4509
H -0.970180 -2.352462 1.994784  0.4587
H -0.958336 -4.990995 0.459786  0.5521
H 0.643410 -5.916806 -1.198255  0.4979
H 2.002479 -4.330865 -2.564061  0.4970
H 1.768790 -1.887526 -2.129893  0.4152
H -3.045188 -0.918989 2.311683  0.5876
H -2.917594 0.579990 1.383464  0.4492
H -2.735896 0.849153 4.228424  0.5468
H -1.005455 1.866367 5.689313  0.4682
H 1.376590 1.779118 4.960369  0.5060
H 1.908234 0.710213 2.765324  0.4612
H -4.255166 0.587435 -2.091596  0.5124
H -3.644992 2.333764 -3.739488  0.4726
H -1.233645 2.894407 -4.056231  0.4635
H 0.449188 1.728375 -2.641464  0.4683
N 2.929441 3.501331 0.472414  0.0480
C 2.662534 2.249254 0.089410  -0.7819
N 1.360836 2.047029 0.149079  0.3093
C 0.856182 3.241263 0.581798  0.3129
N 1.805825 4.129810 0.784523  -0.6836
C -0.550702 3.554803 0.760205  0.1276
C -0.933710 4.821201 1.229916  -0.5646
N -2.199846 5.166978 1.319730  -0.5493
C -3.103513 4.275197 0.947995  -0.6624
C -2.731428 3.007640 0.519073  -0.3078
N -1.460020 2.632343 0.434398  0.5813
H 3.817968 3.978312 0.531625  0.1985
H 3.401149 1.524631 -0.195274  0.5951
H -0.197953 5.556051 1.521766  0.5254
H -4.135379 4.589776 0.981745  0.4153
H -3.475655 2.286912 0.207249  0.3611
C 5.418468 -1.345484 2.886763  -0.8043
N 4.317951 -2.258169 2.738555  0.1994
C 4.174050 -3.448462 3.404818  -0.3188
C 3.028139 -4.026926 2.986078  -0.6241
N 2.468687 -3.178415 2.060395  0.1291
C 3.268383 -2.096252 1.904638  -0.0525
S 3.036501 -0.814980 0.849468  -0.2905
H 6.209972 -1.834032 3.448634  0.3172
H 5.107703 -0.445915 3.422463  0.2811
H 5.794539 -1.050891 1.906472  0.3292
H 4.898456 -3.789233 4.113434  0.4471
H 2.574606 -4.952552 3.265229  0.4577
H 1.639775 -3.353590 1.516912  0.1625

Forces on the atoms, in the same order (eV/Å):
Cd 0.84 -0.26 0.06
C -0.12 -0.11 -0.18
N -0.57 -0.19 0.08
C 0.01 -0.09 0.13
C -0.01 -0.28 -0.03
C 0.02 0.15 -0.01
C 0.04 0.21 -0.02
C -0.09 0.07 0.06
C 0.24 -0.20 -0.22
N -0.17 -0.30 0.03
C -0.09 0.15 0.07
C -0.09 0.03 0.26
C 0.08 -0.09 -0.17
C -0.01 -0.07 -0.15
C -0.08 -0.04 -0.08
C 0.29 0.14 0.39
N -0.29 0.11 0.44
C -0.35 0.01 -0.17
C 0.18 -0.05 0.07
C 0.19 -0.12 0.11
C -0.11 -0.02 0.07
C 0.03 0.12 -0.24
N -0.43 0.11 -0.50
H 0.14 -0.04 -0.08
H -0.09 0.06 0.08
H 0.13 0.05 0.05
H -0.08 0.04 -0.06
H -0.14 -0.07 0.05
H 0.02 -0.13 -0.02
H 0.09 0.00 -0.06
H 0.04 -0.07 0.03
H 0.04 0.10 -0.06
H 0.00 -0.14 0.01
H -0.13 -0.01 0.01
H -0.03 0.03 0.12
H 0.13 0.04 0.05
H 0.02 0.05 -0.01
H -0.10 -0.05 0.03
H -0.08 0.08 -0.10
H 0.09 0.04 -0.03
H -0.04 0.05 0.06
N 0.08 -0.69 -0.24
C 0.28 0.20 0.02
N 0.19 0.18 -0.13
C 0.99 0.07 -0.03
N -0.75 0.67 0.25
C -0.78 0.34 0.23
C 0.33 -0.37 -0.18
N -0.17 0.31 0.14
C 0.01 -0.20 -0.14
C -0.07 0.13 -0.01
N 0.32 0.22 0.14
H -0.05 -0.05 -0.01
H 0.17 0.00 -0.06
H 0.13 0.01 0.00
H -0.17 -0.09 0.02
H -0.11 -0.02 0.04
C 0.42 0.58 -0.02
N -0.78 -0.27 -0.40
C -0.30 -0.61 0.18
C 0.31 -0.11 0.31
N 0.50 0.31 0.14
C -0.20 -0.16 -0.05
S 0.07 0.66 -0.48
H -0.03 -0.03 -0.03
H -0.02 -0.08 -0.04
H -0.03 -0.07 0.08
H 0.14 -0.08 0.17
H -0.08 -0.23 0.09
H 0.04 0.08 -0.07

net charge = +2
HOMO level = -13.039 eV
E_LUMO = -0.1767 Ha

The following is a quantum chemistry calculation of a molecular structure, C36H54AsFIrN7O3Si3, from the OMol25 dataset.

Last column: Mulliken charge in e.
Geometry (Å):
Ir 0.507467 1.527037 -1.308909  1.3274
F -0.389917 -5.183522 -0.279679  -0.3682
C -1.041090 -4.175252 0.342000  0.2014
C -0.608586 -2.892208 0.171885  -0.6880
C -1.262206 -1.849998 0.836023  0.9480
C -0.857501 -0.478693 0.559940  0.7305
O 0.082154 -0.306410 -0.259964  -1.2935
C -1.622336 0.535104 1.190231  -0.2684
C -2.656185 0.174671 2.008088  -0.4200
N -3.045582 -1.085925 2.253555  0.5236
C -4.221088 -1.333558 3.063643  -0.3955
C -5.457473 -1.860277 2.388780  -0.4338
C -5.411854 -0.445334 2.878141  -1.0965
C -2.356629 -2.132377 1.663940  -0.2795
C -2.787803 -3.452188 1.806276  -0.4729
C -2.152843 -4.477748 1.133897  -1.4567
N -2.698774 -5.789573 1.229545  0.4581
C -2.566465 -6.712939 0.114360  -0.7094
C -3.668593 -7.790199 0.266362  -0.6695
N -4.585811 -7.329813 1.357280  -0.1367
C -3.870751 -7.351865 2.673881  -0.7421
C -2.600628 -6.481664 2.504343  -0.5850
C -1.431001 2.012031 1.006687  0.2176
O -2.141386 2.787957 1.615742  -0.7553
O -0.472881 2.427819 0.227970  -0.3960
H 0.213808 -2.667690 -0.492474  0.5976
H -3.234717 0.961950 2.471008  0.9073
H -3.986965 -1.678591 4.063902  0.4896
H -6.053459 -2.577479 2.937734  0.3011
H -5.392141 -1.988137 1.315356  0.3390
H -5.962755 -0.174000 3.766524  0.2729
H -5.354190 0.320381 2.117615  0.3748
H -3.675875 -3.667316 2.381297  0.7511
H -1.592212 -7.207872 0.085322  0.4670
H -2.698931 -6.167433 -0.817331  0.4749
H -3.267447 -8.752504 0.577676  0.3351
H -4.254997 -7.926390 -0.638852  0.3547
H -5.466490 -7.840053 1.380453  0.3038
H -4.762692 -6.335056 1.163105  0.3598
H -3.636779 -8.389675 2.900723  0.3552
H -4.556925 -6.966609 3.425387  0.3936
H -1.705634 -7.114830 2.546154  0.3390
H -2.536498 -5.757415 3.311527  0.4504
C -1.876238 2.714488 -2.558697  -0.4259
C -1.034781 3.622036 -3.411966  0.7076
C -1.669323 4.514821 -4.259026  -1.0199
C -0.939899 5.363153 -5.078218  -0.8764
C 0.442241 5.295684 -5.080607  -0.6666
C 1.122000 4.391682 -4.276595  1.4239
C 2.620760 4.362749 -4.320606  -1.2258
C 0.385008 3.549073 -3.414836  -0.1880
N 1.086743 2.659156 -2.613747  0.2548
H -2.899212 2.694299 -2.937648  0.5031
H -1.923761 3.051351 -1.524568  0.1591
H -0.800459 1.196439 -3.478218  0.4876
H -2.751706 4.545025 -4.273519  0.4467
H -1.450762 6.064727 -5.723973  0.3861
H 1.012491 5.948664 -5.730083  0.4710
H 2.974507 4.574745 -5.329085  0.5337
H 3.013374 3.399988 -4.005356  -0.2110
H 3.038607 5.126399 -3.660193  0.3447
C 1.219879 1.734799 3.135563  -0.8060
Si 2.601101 0.926183 2.165745  0.4341
C 4.259681 1.306895 2.967985  -1.3021
C 2.431185 -0.942511 2.090613  -0.8493
As 2.596581 1.780769 -0.058952  0.0981
Si 3.187064 4.093290 0.069347  0.3759
C 4.585058 4.382859 -1.140814  -0.7752
C 1.641078 5.072951 -0.271967  -0.7346
C 3.828015 4.473237 1.787958  -1.1143
Si 4.148681 0.415067 -1.235621  0.1824
C 4.394272 1.150059 -2.934636  -0.7790
C 3.328449 -1.268009 -1.359827  -0.7383
C 5.764261 0.322844 -0.289365  -1.1195
H 1.445182 1.670992 4.203175  0.5999
H 0.261515 1.247969 2.963096  0.0232
H 1.098073 2.786964 2.874979  0.1816
H 4.503555 0.496173 3.659432  0.4433
H 4.232546 2.234334 3.537687  0.4115
H 5.074784 1.378847 2.249254  0.2818
H 2.128738 -1.321518 3.070610  0.4224
H 3.395770 -1.391610 1.845716  0.3722
H 1.706998 -1.269767 1.348821  -0.0281
H 4.332405 4.107660 -2.162701  -0.0220
H 5.463334 3.807685 -0.838779  0.2777
H 4.863454 5.439870 -1.130816  0.4130
H 1.205757 4.838569 -1.241782  0.0581
H 1.872889 6.140581 -0.243666  0.5181
H 0.880212 4.859847 0.481295  0.2059
H 4.734191 3.914127 2.017362  0.2472
H 3.093282 4.281493 2.570440  0.2942
H 4.077070 5.537441 1.826002  0.4385
H 3.449114 1.528508 -3.323439  -0.0239
H 4.754876 0.376782 -3.617192  0.5028
H 5.121119 1.962649 -2.926260  0.2798
H 2.246660 -1.175975 -1.475257  -0.0976
H 3.523911 -1.879441 -0.479017  0.2890
H 3.716629 -1.795618 -2.234319  0.5756
H 6.169651 1.315220 -0.085097  0.2775
H 6.505543 -0.222193 -0.879035  0.4296
H 5.647284 -0.199790 0.660558  0.2676
N -4.477796 -1.240467 -0.539710  -0.6638
C -3.775588 -0.446935 -1.008762  0.7157
N -3.044565 0.552853 -1.491519  -0.2106
C -2.020183 0.177901 -2.220113  -1.2997
N -1.278644 1.357575 -2.599196  -0.2642

Forces on the atoms, in the same order (eV/Å):
Ir 0.04 0.40 -0.32
F 0.00 0.01 0.01
C 0.08 0.06 -0.01
C -0.09 -0.03 0.04
C -0.01 -0.11 0.02
C -0.08 0.04 -0.33
O -0.01 0.20 0.33
C 0.17 -0.07 0.04
C -0.15 -0.14 0.01
N 0.18 0.10 0.01
C -0.05 -0.01 -0.03
C -0.01 -0.02 0.07
C -0.01 -0.05 0.03
C 0.03 0.08 -0.07
C 0.02 -0.11 -0.08
C -0.15 0.07 0.04
N 0.03 0.01 0.10
C 0.03 -0.03 -0.04
C -0.03 -0.05 0.02
N 0.05 0.18 -0.02
C -0.03 -0.05 -0.01
C 0.05 -0.05 -0.01
C 0.01 0.10 -0.11
O 0.04 -0.07 0.09
O -0.01 -0.20 -0.09
H 0.03 0.00 0.01
H 0.01 0.00 0.01
H -0.01 0.03 0.00
H 0.00 -0.01 0.04
H -0.03 0.01 0.03
H 0.00 0.01 0.00
H 0.00 0.00 -0.02
H -0.01 -0.02 0.01
H -0.01 0.01 -0.03
H 0.01 0.02 0.01
H -0.03 -0.01 -0.02
H 0.03 0.03 -0.02
H 0.05 -0.07 0.02
H -0.12 -0.06 -0.01
H -0.04 0.01 0.03
H 0.03 0.03 0.00
H -0.01 0.01 0.02
H 0.00 0.01 -0.01
C 0.01 0.00 -0.24
C 0.07 0.12 0.06
C 0.04 0.03 0.06
C 0.00 0.01 0.00
C 0.00 0.00 -0.01
C -0.08 0.01 -0.05
C 0.03 -0.03 0.02
C 0.04 -0.12 -0.12
N -0.36 -0.12 0.20
H 0.04 -0.09 -0.01
H 0.01 0.01 0.02
H -0.25 -0.11 -0.13
H 0.00 0.00 0.00
H 0.00 0.00 -0.01
H 0.00 0.00 -0.01
H 0.00 0.01 0.00
H -0.01 0.02 -0.02
H -0.02 0.00 0.00
C 0.07 -0.06 -0.06
Si 0.04 0.02 -0.01
C -0.08 -0.01 -0.02
C 0.03 0.11 0.02
As 0.14 -0.07 0.20
Si 0.07 -0.06 0.03
C -0.05 0.01 0.06
C 0.05 -0.06 0.01
C -0.03 0.04 -0.09
Si 0.00 0.07 0.07
C -0.01 -0.07 0.05
C 0.03 0.07 -0.04
C -0.06 -0.04 -0.09
H 0.00 -0.01 0.01
H -0.04 -0.03 -0.01
H 0.01 0.01 0.00
H -0.01 0.00 0.02
H -0.02 0.02 0.01
H 0.02 -0.01 -0.02
H 0.01 0.01 0.01
H 0.01 -0.02 0.01
H -0.07 -0.01 -0.03
H -0.03 -0.02 0.02
H 0.01 0.00 0.00
H 0.01 0.01 -0.01
H 0.03 0.02 -0.04
H 0.00 0.02 0.02
H 0.00 0.00 0.01
H 0.03 0.00 0.00
H -0.03 -0.02 -0.01
H 0.00 0.01 0.01
H -0.02 -0.05 0.01
H 0.04 0.01 0.00
H 0.00 0.02 0.01
H -0.01 0.03 -0.02
H 0.01 -0.01 0.02
H 0.02 -0.02 0.01
H 0.00 0.02 -0.01
H 0.01 -0.01 -0.01
H -0.01 -0.02 0.01
N 0.05 -0.10 0.07
C -0.10 0.17 -0.22
N 0.00 -0.08 0.10
C -0.04 -0.14 -0.19
N 0.40 0.22 0.57

net charge = +1
ΔE to the lowest compared entry with this formula, charge and spin = 0.529 eV
HOMO level (spin up / spin down) = -8.888 / -8.891 eV
E_LUMO (spin up / spin down) = -0.1073 / -0.1073 Ha
2S+1 = 2

no.,E (Eh)
1,-2252.261075
2,-5321.458727